{
  "formula": "C4H7N3O2",
  "method": "ωB97M-V/def2-TZVPD",
  "symbols": ["H", "N", "C", "N", "O", "C", "O", "C", "N", "C", "H", "H", "H", "H", "H", "H"],
  "coordinates": [[1.694462, -1.385583, -2.236518], [1.146179, -0.696091, -1.607757], [1.036533, -0.993245, -0.418100], [0.131064, -0.329894, 0.575273], [-0.222386, -1.037845, 1.678387], [-1.488652, -1.404683, 1.341390], [-1.922677, -0.168201, 0.508781], [-0.792323, 0.522347, 0.329666], [-0.627909, 1.764567, 0.221848], [0.512192, 2.218164, -0.632321], [1.675432, -1.834541, 0.245706], [-2.210940, -1.681907, 2.044517], [-1.382368, -2.016906, 0.431730], [0.601859, 3.461388, -0.803187], [1.432401, 1.865341, -0.042488], [0.417135, 1.717090, -1.636926]],
  "forces_ev_per_angstrom": [[-0.74, 1.70, 1.89], [0.19, -0.93, -2.62], [0.39, -2.41, 5.04], [9.63, -4.14, -2.53], [0.54, -0.82, 2.17], [-0.01, 1.42, -5.56], [-2.48, 0.17, 2.33], [-3.15, 3.79, 0.05], [-1.67, 1.25, -2.95], [1.01, 1.46, 1.20], [-1.77, 1.97, -1.85], [-0.56, -0.06, 1.41], [-0.55, -1.15, 0.87], [-0.62, -3.60, 0.79], [-0.60, 0.65, -1.39], [0.40, 0.71, 1.15]],
  "nbo_charge": [0.389, -0.694, 0.284, -0.245, -0.326, 0.207, -0.495, 0.643, -0.457, -0.453, 0.163, 0.205, 0.159, 0.207, 0.183, 0.229],
  "relative_energy_kj_mol": 670.0,
  "lumo_energy_ev": 0.8,
  "e_tot_ev": -12820.586,
  "orbital_gap_ev": 9.33,
  "smiles": "[H]/N=C/N1OCO/C1=N/C",
  "e_homo_ev": -8.6
}